# C11H24MoN3O2S4

A molecular structure, C11H24MoN3O2S4 (ωB97M-V/def2-TZVPD, OMol25).

Each line ends with the Löwdin charge.
Positions of all 45 atoms, in Å:
Mo  -0.3162  0.0660  -0.4882  0.948
C  -3.1319  1.2445  1.0763  -0.455
C  -3.0306  -0.1180  1.7417  -0.415
S  -1.9748  -1.3070  0.8344  0.892
C  -0.8694  -1.9543  2.1315  -0.434
C  -0.0468  -0.9084  2.8589  -0.403
S  0.8993  0.1539  1.7070  0.917
C  0.6608  1.8221  2.3695  -0.441
C  -0.7820  2.2916  2.3351  -0.428
S  -1.5275  2.0307  0.6926  0.837
H  -3.6851  1.9388  1.7108  0.116
H  -3.6474  1.1937  0.1185  0.065
H  -4.0253  -0.5613  1.7991  0.113
H  -2.6514  -0.0471  2.7593  0.083
H  -0.2385  -2.6758  1.6083  0.096
H  -1.4840  -2.5145  2.8383  0.118
H  0.6875  -1.4000  3.4981  0.115
H  -0.6550  -0.2647  3.4912  0.083
H  1.3106  2.4612  1.7690  0.094
H  1.0538  1.8402  3.3877  0.119
H  -0.8334  3.3591  2.5508  0.111
H  -1.3993  1.7786  3.0699  0.088
N  1.2520  1.2457  -1.5851  -0.078
C  2.6752  0.8002  -1.3488  -0.171
C  2.9168  -0.6737  -1.6794  -0.055
C  2.1706  -1.5915  -0.7619  -0.443
O  2.4981  -2.3762  0.0359  0.242
O  0.7252  -1.3271  -0.9203  -0.326
H  1.0673  1.1755  -2.5857  0.106
H  1.2177  2.2454  -1.3870  0.113
H  2.9167  1.0009  -0.3049  0.116
H  3.3379  1.4087  -1.9629  0.144
H  3.9790  -0.8887  -1.5605  0.159
H  2.6403  -0.9045  -2.7112  0.151
C  -2.1608  2.0228  -5.6884  0.004
N  -2.0691  1.0964  -4.5490  0.001
C  -1.9152  1.4622  -3.3049  -0.727
N  -1.7038  2.7323  -2.9749  0.169
S  -2.0618  0.1979  -2.0697  0.678
H  -2.3754  1.4417  -6.5793  0.114
H  -1.2158  2.5466  -5.8318  0.108
H  -2.9747  2.7311  -5.5302  0.113
H  -2.2156  0.1109  -4.7251  0.151
H  -1.7624  3.4663  -3.6698  0.132
H  -1.8004  3.0197  -2.0141  0.080

Values from the calculation:
Electronic energy, Eh: -2408.33989
Total charge: +3
LUMO (alpha / beta), eV: -11.32 / -11.32
Highest occupied orbital energy (alpha / beta), eV: -19.033 / -18.963
HOMO-LUMO gap (alpha / beta), eV: 7.7 / 7.6



# C21H40NO6

3 unconnected molecules or ions with the total composition C21H40NO6 at a distorted geometry (ωB97M-V/def2-TZVPD, OMol25).

Each line ends with the Löwdin charge.
Positions of all 68 atoms, in Å:
C  -0.1805  2.2563  -3.5400  0.018
C  -0.5774  1.4833  -4.6041  -0.129
C  0.3088  0.6671  -5.5216  -0.105
C  1.4907  0.0483  -4.8420  -0.153
N  2.4707  0.8679  -4.4174  0.154
C  3.5919  0.4430  -3.8161  -0.018
C  3.7974  -0.8963  -3.6151  -0.003
C  2.8139  -1.7961  -4.0184  0.038
C  1.6591  -1.3241  -4.6383  -0.163
C  0.6374  -2.3507  -5.0730  -0.002
H  -0.2940  3.3360  -3.6167  0.070
H  0.1511  1.8782  -2.5750  0.055
H  -1.6372  1.4747  -4.8619  0.115
H  -0.2964  -0.1114  -5.9752  0.105
H  0.6417  1.3072  -6.3417  0.142
H  2.3819  1.8668  -4.5597  0.180
H  4.3353  1.1679  -3.5238  0.146
H  4.6961  -1.2711  -3.1523  0.127
H  2.9553  -2.8550  -3.8620  0.136
H  -0.1099  -2.5266  -4.3036  0.082
H  1.1463  -3.2817  -5.3061  0.094
H  0.1662  -2.0270  -5.9962  0.082
C  -4.8129  0.0931  1.2480  -0.101
O  -3.5493  -0.5076  1.0444  -0.214
C  -3.5444  -1.8967  1.3357  -0.199
C  -2.5297  -2.6183  0.4787  -0.175
O  -2.9086  -2.7870  -0.8811  -0.115
C  -2.9018  -1.6368  -1.7066  -0.175
C  -1.5167  -1.1107  -2.0214  -0.198
O  -0.9658  -0.4042  -0.9223  -0.188
C  0.4369  -0.5023  -0.8531  -0.106
H  -5.0706  0.1155  2.3117  0.092
H  -4.7562  1.1143  0.8755  0.089
H  -5.5929  -0.4356  0.6896  0.089
H  -4.5364  -2.3318  1.1741  0.131
H  -3.2686  -2.0218  2.3896  0.113
H  -2.4315  -3.6319  0.8732  0.133
H  -1.5471  -2.1499  0.5567  0.111
H  -3.5387  -0.8491  -1.3016  0.125
H  -3.3536  -1.9611  -2.6478  0.131
H  -1.5750  -0.4095  -2.8686  0.110
H  -0.8666  -1.9508  -2.2973  0.111
H  0.7592  -1.5507  -0.8439  0.095
H  0.7591  -0.0364  0.0769  0.089
H  0.9132  0.0202  -1.6971  0.060
C  1.5769  3.2832  6.7603  -0.107
O  1.0729  2.7436  5.5566  -0.199
C  1.7701  3.1977  4.4115  -0.205
C  1.7585  2.1497  3.3198  -0.189
O  2.6273  1.0495  3.5492  -0.130
C  2.2576  0.1103  4.5522  -0.178
C  1.0746  -0.7570  4.1849  -0.200
O  -0.1424  -0.0411  4.3082  -0.188
C  -1.1205  -0.4704  3.3904  -0.111
H  1.3763  4.3580  6.8242  0.090
H  1.0736  2.7791  7.5829  0.090
H  2.6536  3.1016  6.8512  0.088
H  2.8079  3.4455  4.6618  0.127
H  1.2663  4.1011  4.0410  0.129
H  2.1393  2.6244  2.4113  0.123
H  0.7415  1.8155  3.1046  0.118
H  2.1086  0.5982  5.5159  0.122
H  3.1249  -0.5456  4.6563  0.128
H  1.0339  -1.6167  4.8669  0.131
H  1.2043  -1.1235  3.1587  0.122
H  -0.7336  -0.4243  2.3646  0.078
H  -1.9712  0.2047  3.4594  0.095
H  -1.4510  -1.4914  3.6149  0.087

Values from the calculation:
Electronic energy, Eh: -1329.89916
Total charge: +1
Relative energy (zero: lowest compared OMol25 entry of this formula, charge and spin), kJ/mol: 572.4
LUMO, eV: -4.21
Highest occupied orbital energy, eV: -10.698
HOMO-LUMO gap, eV: 6.5



# C20H29MgN8S2Te

A molecular structure, C20H29MgN8S2Te at a distorted geometry (ωB97M-V/def2-TZVPD, OMol25).

Each line ends with the Löwdin charge.
Positions of all 61 atoms, in Å:
Mg  0.3799  -0.3473  -0.3460  0.287
C  4.0727  4.3713  -1.4309  -0.075
C  2.5489  4.3014  -1.4693  -0.254
N  2.0535  3.2251  -2.3060  -0.031
C  2.0924  1.9352  -1.8978  -0.808
S  1.6213  0.7365  -3.0321  0.766
N  2.4793  1.6587  -0.6840  0.010
N  2.2321  0.4376  -0.2269  -0.098
C  3.0183  -0.0952  0.6492  -0.276
C  4.2463  0.6076  1.1342  0.003
C  2.6109  -1.3979  1.1358  -0.201
C  3.3621  -2.1343  2.0634  0.022
C  2.9145  -3.3752  2.4665  -0.026
C  1.7397  -3.8745  1.9158  -0.027
C  1.0565  -3.0849  1.0076  -0.140
N  1.4602  -1.8806  0.6375  0.050
H  4.3896  5.2027  -0.8086  0.075
H  4.4771  4.5033  -2.4314  0.077
H  4.4725  3.4510  -1.0146  0.055
H  2.1326  5.2358  -1.8561  0.113
H  2.1699  4.1325  -0.4573  0.099
H  2.1321  3.3544  -3.3058  0.122
H  4.5395  1.3467  0.3926  0.068
H  5.0765  -0.0682  1.3114  0.080
H  4.0170  1.1361  2.0589  0.101
H  4.2796  -1.7328  2.4647  0.115
H  3.4663  -3.9431  3.1995  0.120
H  1.3630  -4.8456  2.1858  0.113
H  0.1377  -3.4324  0.5548  0.081
C  -1.0708  2.5109  -3.1380  -0.032
C  -0.8458  1.3071  -2.2692  -0.362
N  -0.7210  1.3586  -0.9788  -0.012
N  -0.6990  2.5407  -0.3218  0.010
C  -0.3661  2.6137  0.9836  -0.829
N  -0.4486  3.8224  1.5702  0.108
S  0.1404  1.2926  1.8581  0.676
C  -1.0207  -0.0437  -2.8100  -0.328
C  -1.5834  -0.2881  -4.0648  0.008
C  -1.7442  -1.5922  -4.4888  -0.022
C  -1.3504  -2.6255  -3.6508  -0.023
C  -0.8093  -2.2964  -2.4183  -0.105
N  -0.6569  -1.0492  -2.0029  0.007
H  -0.4648  3.3483  -2.7905  0.068
H  -2.1231  2.8038  -3.1341  0.106
H  -0.7779  2.2936  -4.1599  0.081
H  -0.9286  3.3973  -0.8237  0.154
H  -0.8399  4.6335  1.1218  0.113
H  -0.2463  3.8737  2.5546  0.101
H  -1.8831  0.5255  -4.7070  0.118
H  -2.1740  -1.7998  -5.4574  0.121
H  -1.4643  -3.6568  -3.9444  0.114
H  -0.4995  -3.0661  -1.7237  0.113
C  -2.4428  -3.3259  1.8886  -0.416
Te  -2.1464  -1.2908  1.2087  1.226
C  -3.8393  -1.4424  -0.1255  -0.409
H  -2.2592  -4.0374  1.0916  0.001
H  -3.4606  -3.4400  2.2424  0.004
H  -1.7622  -3.5126  2.7089  -0.006
H  -4.7446  -1.5731  0.4571  0.003
H  -3.7231  -2.2776  -0.8076  0.002
H  -3.9195  -0.5261  -0.6968  -0.008

Values from the calculation:
Electronic energy, Eh: -2481.94748
Total charge: +1
Relative energy (zero: lowest compared OMol25 entry of this formula, charge and spin), kJ/mol: 104.0
LUMO, eV: -3.06
Highest occupied orbital energy, eV: -9.917
HOMO-LUMO gap, eV: 6.9



The highest electronic energy belongs to which entry?
C21H40NO6



What is the formula in the first record?
C11H24MoN3O2S4